Entry 1:
{
  "formula": "C30H39N5ORu",
  "method": "wB97M-V/def2-TZVPD",
  "elements": ["Ru", "N", "N", "C", "C", "C", "C", "H", "H", "H", "C", "C", "H", "H", "H", "C", "C", "H", "H", "H", "C", "H", "H", "H", "C", "H", "H", "H", "C", "H", "C", "H", "C", "H", "C", "H", "C", "C", "H", "C", "C", "H", "C", "H", "N", "C", "C", "C", "H", "C", "C", "H", "H", "H", "C", "H", "C", "C", "H", "H", "H", "C", "H", "H", "H", "C", "N", "C", "N", "O", "H", "H", "H", "H", "H", "H"],
  "positions_angstrom": [[-0.469, -0.557, -1.016], [0.289, 4.374, -0.672], [0.766, 1.721, -1.649], [-0.880, -2.641, -0.659], [-2.118, -1.943, -0.890], [-2.252, -0.924, 0.120], [-3.378, 0.040, 0.217], [-3.266, 0.841, -0.527], [-3.413, 0.513, 1.203], [-4.331, -0.463, 0.013], [-1.081, -0.974, 0.966], [-0.745, -0.028, 2.060], [-1.643, 0.282, 2.599], [-0.291, 0.885, 1.650], [-0.022, -0.482, 2.742], [-0.246, -2.054, 0.494], [1.047, -2.495, 1.082], [1.152, -2.106, 2.099], [1.896, -2.128, 0.488], [1.108, -3.590, 1.101], [-3.076, -2.172, -2.006], [-4.098, -2.270, -1.629], [-2.809, -3.071, -2.564], [-3.064, -1.326, -2.703], [-0.324, -3.767, -1.456], [0.538, -3.437, -2.051], [-1.081, -4.158, -2.141], [0.022, -4.573, -0.800], [0.192, 5.513, -0.004], [0.929, 6.291, -0.233], [-0.812, 5.753, 0.952], [-0.865, 6.724, 1.442], [-1.720, 4.729, 1.229], [-2.533, 4.875, 1.939], [-1.569, 3.503, 0.592], [-2.180, 2.638, 0.841], [-0.550, 3.332, -0.386], [-0.423, 2.040, -1.042], [-1.322, 1.582, -1.493], [0.993, 0.361, -1.825], [1.970, 2.419, -1.828], [1.996, 3.484, -1.721], [2.927, 1.499, -2.061], [3.981, 1.609, -2.220], [2.330, 0.229, -2.064], [3.012, -1.030, -1.993], [2.657, -2.028, -2.906], [3.310, -3.262, -2.813], [3.073, -4.044, -3.540], [4.277, -3.501, -1.829], [4.984, -4.822, -1.749], [4.669, -5.393, -0.863], [6.069, -4.676, -1.675], [4.771, -5.424, -2.638], [4.581, -2.492, -0.916], [5.332, -2.668, -0.142], [3.939, -1.249, -0.965], [4.212, -0.227, 0.090], [4.601, 0.713, -0.319], [4.973, -0.629, 0.771], [3.324, 0.001, 0.701], [1.653, -1.767, -3.985], [1.783, -0.775, -4.435], [0.617, -1.842, -3.618], [1.769, -2.515, -4.779], [-5.610, 1.763, 4.577], [-4.438, 2.548, 4.867], [-3.370, 2.627, 4.022], [-2.402, 3.524, 4.451], [-3.274, 2.005, 2.956], [-5.433, 1.208, 3.652], [-6.495, 2.401, 4.457], [-5.810, 1.058, 5.393], [-4.447, 3.178, 5.660], [-1.528, 3.482, 3.951], [-2.375, 3.758, 5.434]],
  "forces_ev_per_angstrom": [[-0.50, -0.49, -2.82], [0.90, -2.75, -1.94], [2.43, -0.79, -1.25], [-0.41, -0.57, 1.26], [0.27, -0.03, 0.70], [-0.08, -0.44, 0.80], [-0.27, 0.27, -0.02], [-0.18, -0.04, 0.18], [-0.11, -0.07, -0.20], [-0.02, 0.09, 0.13], [-1.03, -1.10, -0.04], [0.13, 0.37, 0.11], [0.15, -0.03, 0.07], [-0.10, -0.04, 0.21], [-0.11, 0.08, 0.11], [-0.26, -0.59, 0.13], [0.35, -0.11, -0.06], [0.09, -0.17, -0.03], [-0.12, -0.19, 0.21], [0.07, 0.08, 0.16], [-0.20, 0.17, -0.19], [-0.01, -0.12, -0.07], [-0.13, 0.01, -0.02], [-0.10, -0.17, 0.04], [0.24, -0.07, -0.14], [-0.12, -0.22, 0.08], [0.15, -0.10, 0.06], [-0.07, -0.05, -0.12], [-0.82, 2.12, 1.95], [-0.23, -0.16, 0.02], [0.58, -0.44, -0.73], [-0.03, -0.13, -0.02], [-0.71, 2.19, 1.49], [0.15, 0.06, -0.12], [1.13, -2.71, -2.08], [0.03, 0.27, 0.01], [-1.33, 1.11, 1.54], [-0.93, 3.06, -0.14], [0.44, -0.12, 0.48], [1.42, 1.23, 0.45], [-0.32, -0.30, 0.33], [-0.04, 0.20, 0.02], [-0.05, -0.19, -0.14], [0.08, 0.14, -0.16], [0.03, 0.32, -0.16], [-0.46, 0.27, 0.06], [0.50, -0.03, 0.13], [0.18, 0.16, 0.29], [0.04, 0.19, 0.22], [-0.26, 0.22, -0.19], [0.14, -0.23, 0.03], [0.04, 0.11, -0.20], [-0.20, -0.09, -0.04], [0.08, 0.02, 0.16], [-0.25, 0.28, -0.22], [-0.22, 0.01, -0.16], [-0.02, -0.49, -0.37], [0.40, 0.18, 0.52], [-0.19, -0.22, 0.19], [-0.14, 0.14, -0.07], [0.14, -0.01, -0.37], [-0.22, -0.23, -0.49], [-0.09, -0.17, 0.22], [0.31, 0.19, 0.01], [-0.01, 0.10, 0.11], [-0.21, -0.08, 0.10], [-0.07, 0.14, 0.40], [0.78, -0.12, -1.25], [-0.41, -0.46, 0.10], [-0.42, 0.68, 1.62], [0.00, 0.14, 0.18], [0.12, -0.11, -0.10], [0.02, 0.02, -0.18], [-0.12, -0.26, -0.35], [-0.02, 0.14, -0.13], [0.18, -0.06, -0.30]],
  "mulliken_spin": [2.298, 0.185, -0.022, 0.278, 0.152, -0.091, 0.024, 0.006, -0.003, 0.008, 0.233, 0.032, -0.017, 0.028, 0.007, -0.141, 0.045, 0.000, 0.001, 0.001, -0.015, 0.008, -0.010, 0.037, 0.081, -0.016, -0.013, 0.005, 0.340, 0.070, -0.132, -0.028, 0.394, 0.101, 0.145, 0.016, -0.012, 0.636, 0.034, 0.078, 0.013, 0.025, 0.085, -0.006, 0.083, -0.039, 0.005, 0.005, -0.001, 0.004, -0.001, 0.000, 0.000, 0.000, 0.001, 0.001, 0.003, 0.013, -0.006, 0.001, 0.002, 0.004, 0.001, 0.060, 0.001, 0.003, 0.000, -0.009, 0.039, -0.014, -0.001, -0.001, 0.001, -0.001, -0.003, -0.010],
  "orbital_gap_ev": [2.28, 6.44],
  "s2": 8.784,
  "molar_mass_da": 586.75,
  "spin_multiplicity": 6,
  "e_homo_ev": [0.293, -3.940],
  "charge": -1
}


Entry 2:
{
  "formula": "C2H8Cl2Si2",
  "method": "wB97M-V/def2-TZVPD",
  "elements": ["C", "C", "Si", "Si", "Cl", "Cl", "H", "H", "H", "H", "H", "H", "H", "H"],
  "positions_angstrom": [[2.208, 0.125, 0.642], [-3.746, 0.368, -0.671], [3.454, -1.076, -0.134], [-2.638, 0.822, 0.849], [1.571, 1.453, -0.332], [-4.973, -0.819, -0.142], [1.478, -0.693, 0.915], [2.606, 0.696, 1.601], [-3.145, -0.164, -1.349], [-4.299, 1.241, -1.300], [2.398, -1.643, -1.068], [3.726, -2.075, 1.007], [4.506, -0.420, -0.975], [-3.144, 2.186, 0.956]],
  "forces_ev_per_angstrom": [[1.35, 0.33, 2.89], [-1.56, 2.67, -1.00], [-1.40, 0.08, -0.45], [0.02, -0.98, -0.08], [-0.33, -0.28, -0.46], [-0.13, 0.05, 0.33], [0.03, 1.53, -0.02], [-0.92, -1.64, -1.72], [0.80, -0.68, -1.11], [1.27, -2.06, 1.68], [0.89, -0.28, 0.12], [0.25, 0.70, -0.92], [0.05, -0.42, 0.57], [-0.33, 1.00, 0.17]],
  "lowdin_charge": [-0.913, -0.942, 0.571, 0.698, 0.438, 0.417, 0.022, 0.057, -0.043, 0.077, -0.058, -0.050, -0.077, -0.197],
  "orbital_gap_ev": 7.88,
  "molar_mass_da": 159.16,
  "e_above_lowest_kj_mol": 670.6,
  "e_homo_ev": -8.818,
  "charge": 0
}


Entry 3:
{
  "formula": "C2ClF4NO2",
  "method": "wB97M-V/def2-TZVPD",
  "elements": ["C", "C", "N", "O", "O", "F", "F", "F", "F", "Cl"],
  "positions_angstrom": [[0.270, -0.283, -0.339], [-1.202, -0.101, 0.083], [1.258, 0.714, 0.192], [1.054, 1.289, 1.225], [2.225, 0.781, -0.543], [0.513, -0.418, -1.660], [-1.594, 1.178, -0.188], [-1.458, -0.281, 1.340], [-1.907, -0.902, -0.662], [0.840, -1.977, 0.551]],
  "forces_ev_per_angstrom": [[1.54, -3.16, 0.45], [-0.15, 2.08, -0.95], [1.21, 0.07, -1.11], [-0.34, -0.17, 0.02], [-0.18, 0.56, 0.94], [-1.31, 0.17, 1.84], [0.49, -0.42, -0.30], [0.29, -0.62, 0.95], [-0.76, -0.90, -0.52], [-0.80, 2.37, -1.31]],
  "lowdin_charge": [-0.462, -0.684, -0.378, 0.141, 0.121, 0.104, 0.147, 0.197, 0.202, 0.612],
  "orbital_gap_ev": 10.66,
  "molar_mass_da": 181.47,
  "smiles": "O=[N+]([O-])[C@@](F)(Cl)C(F)(F)F",
  "e_above_lowest_kj_mol": 55.4,
  "e_homo_ev": -12.289,
  "charge": 0
}


Entry 4:
{
  "formula": "C34H59Cl2F3IN3O16PS4",
  "method": "wB97M-V/def2-TZVPD",
  "elements": ["C", "C", "C", "F", "N", "C", "I", "C", "C", "C", "C", "C", "O", "C", "O", "C", "C", "S", "C", "N", "N", "C", "O", "C", "C", "C", "O", "F", "C", "Cl", "C", "C", "Cl", "C", "C", "C", "C", "F", "C", "P", "O", "O", "O", "H", "H", "H", "H", "H", "H", "H", "H", "H", "H", "H", "H", "H", "H", "H", "H", "H", "H", "H", "H", "H", "H", "H", "H", "H", "H", "H", "H", "H", "H", "H", "H", "H", "H", "H", "O", "S", "O", "O", "C", "C", "C", "H", "H", "H", "H", "H", "H", "H", "H", "O", "S", "O", "O", "C", "C", "C", "H", "H", "H", "H", "H", "H", "H", "H", "O", "S", "O", "O", "C", "C", "C", "H", "H", "H", "H", "H", "H", "H", "H"],
  "positions_angstrom": [[6.792, -0.519, -1.432], [5.708, 0.413, -0.753], [4.475, 0.762, -1.659], [4.305, -0.117, -2.767], [3.195, 0.946, -0.918], [2.593, -0.117, -0.424], [3.388, -2.136, -0.488], [1.210, 0.411, 0.134], [0.314, -0.245, 1.239], [0.784, -1.534, 2.041], [-0.165, -2.817, 1.832], [0.679, -4.084, 1.383], [1.807, -4.287, 2.265], [2.747, -5.159, 1.738], [2.594, -6.346, 1.735], [0.410, 0.057, -1.233], [0.070, -1.462, -1.465], [-1.778, -1.752, -1.502], [-2.513, -0.590, -2.670], [-3.358, 0.302, -2.088], [-3.783, 1.104, -3.101], [-3.211, 0.664, -4.246], [-2.367, -0.425, -4.024], [1.544, 1.979, 0.426], [0.109, 2.614, 0.487], [-0.150, 4.043, -0.054], [-1.286, 4.368, -0.190], [0.790, 5.009, -0.353], [2.249, 1.928, 1.851], [3.231, 0.532, 2.456], [2.247, 2.972, 2.759], [1.602, 4.359, 2.549], [3.095, 2.800, 4.350], [2.568, 2.327, -0.765], [2.178, 3.003, -2.100], [0.803, 2.809, -2.824], [0.999, 1.968, -4.162], [0.364, 4.087, -3.313], [3.756, 3.193, -0.151], [4.905, 4.248, -1.113], [4.724, 5.696, -0.768], [6.473, 3.903, -0.603], [4.953, 4.164, -2.757], [7.501, 0.106, -2.029], [6.307, -1.347, -2.004], [7.411, -0.996, -0.617], [5.394, -0.104, 0.203], [6.246, 1.344, -0.415], [4.762, 1.710, -2.202], [0.043, 0.488, 2.061], [-0.723, -0.506, 0.861], [0.644, -1.341, 3.149], [1.869, -1.785, 1.974], [-0.959, -2.645, 1.060], [-0.661, -3.123, 2.791], [0.018, -5.002, 1.375], [1.079, -3.986, 0.334], [3.716, -4.714, 1.349], [-0.535, 0.629, -1.385], [1.072, 0.311, -2.117], [0.461, -2.197, -0.727], [0.424, -1.809, -2.480], [-3.433, 1.205, -5.189], [-0.135, 2.661, 1.594], [-0.750, 1.994, 0.121], [0.473, 4.364, 2.495], [1.804, 4.986, 3.468], [1.989, 4.983, 1.706], [2.315, 4.126, -2.041], [2.945, 2.678, -2.869], [-0.056, 2.452, -2.209], [0.006, 1.612, -4.555], [1.471, 2.634, -4.936], [1.659, 1.076, -3.974], [3.257, 3.942, 0.531], [4.400, 2.486, 0.454], [6.774, 4.651, -0.054], [5.844, 3.909, -3.074], [1.973, -4.553, 5.500], [1.741, -5.941, 5.787], [0.468, -6.408, 6.252], [2.884, -6.462, 6.790], [3.046, -5.788, 8.046], [1.915, -6.101, 9.010], [2.200, -6.906, 4.381], [3.144, -4.711, 7.888], [3.986, -6.139, 8.473], [0.963, -5.719, 8.640], [2.101, -5.645, 9.984], [1.805, -7.179, 9.135], [3.178, -6.587, 4.034], [1.454, -6.732, 3.611], [2.206, -7.958, 4.660], [-6.304, -0.885, -7.914], [-6.587, -2.265, -7.644], [-7.885, -2.695, -7.219], [-5.489, -2.825, -6.608], [-5.349, -2.159, -5.349], [-6.519, -2.442, -4.424], [-6.115, -3.238, -9.040], [-5.217, -1.084, -5.500], [-4.433, -2.536, -4.889], [-7.447, -2.035, -4.823], [-6.354, -1.992, -3.442], [-6.661, -3.518, -4.305], [-5.116, -2.948, -9.358], [-6.835, -3.037, -9.833], [-6.151, -4.290, -8.766], [-5.452, 4.759, 4.413], [-5.924, 4.005, 3.290], [-5.349, 2.735, 2.943], [-5.918, 4.950, 1.990], [-4.680, 5.563, 1.606], [-3.708, 4.562, 1.012], [-7.673, 3.797, 3.424], [-4.237, 6.086, 2.458], [-4.920, 6.317, 0.855], [-3.405, 3.819, 1.752], [-2.808, 5.059, 0.654], [-4.172, 4.022, 0.183], [-8.130, 4.757, 3.655], [-7.854, 3.089, 4.232], [-8.054, 3.395, 2.487]],
  "forces_ev_per_angstrom": [[-0.02, 0.20, 0.60], [0.45, -1.05, 0.92], [1.81, 1.24, -1.45], [-0.31, 0.55, 1.64], [0.78, -2.50, -1.06], [-0.48, 1.70, 1.34], [-0.62, 1.70, -0.08], [-0.57, -1.35, -1.52], [-0.66, -0.57, 1.87], [-0.96, -0.60, 1.20], [1.51, -0.78, -0.20], [-1.17, -0.14, -0.65], [0.69, 0.01, -0.87], [-0.14, -0.44, 0.22], [0.12, 0.84, -0.66], [0.83, 0.19, -1.27], [-0.55, 0.11, -1.16], [0.14, -0.18, -0.78], [-0.78, 1.46, 2.30], [2.29, -1.77, -2.07], [1.00, -1.08, -2.94], [-1.23, 1.14, 2.76], [-1.22, 1.19, 0.94], [-0.55, -2.63, -0.34], [0.76, 1.12, 1.25], [-1.81, 0.59, -0.17], [1.47, -0.45, -0.50], [0.16, -1.77, 0.59], [0.41, 1.87, 1.73], [-0.81, 0.65, -1.46], [-0.08, -0.52, -0.67], [-0.29, 0.90, 1.26], [-0.99, 0.38, -1.66], [1.09, 0.56, 1.43], [-0.18, 0.33, -1.35], [-0.25, 0.09, -1.77], [-0.44, -0.07, 0.69], [0.57, -0.96, 0.90], [-0.45, -1.03, 0.51], [2.58, 4.78, 0.20], [-0.80, -2.06, -0.02], [-1.87, -0.87, -0.78], [0.40, -1.62, 1.49], [-0.74, -0.79, 0.12], [0.58, 0.84, 0.22], [-0.71, 0.57, -0.79], [0.03, 0.65, -1.06], [-0.87, -0.65, -0.53], [-0.85, -0.73, 0.83], [0.77, -0.40, -1.15], [1.33, 0.44, -0.17], [0.36, 0.20, -1.29], [-1.04, 0.12, -0.29], [0.61, -0.15, 0.68], [0.39, 0.55, -0.86], [0.72, 0.92, 0.14], [-0.44, 0.10, 0.83], [-0.97, 0.07, 0.55], [0.71, -0.28, 0.54], [-0.87, 0.02, 0.95], [-0.50, 0.71, -0.34], [-0.08, 0.52, 1.17], [0.77, -1.15, 0.44], [0.20, 0.23, -1.30], [1.14, 0.52, -0.20], [1.24, -0.30, -0.02], [-0.08, -0.80, -0.97], [-0.18, -0.87, 0.49], [-0.20, -1.24, 0.32], [-0.67, 0.39, 0.99], [0.88, 0.18, -0.38], [1.01, 0.38, 0.38], [-0.37, -0.63, 0.86], [-0.58, 0.80, -0.30], [0.90, -0.65, -0.81], [-0.67, 1.05, -0.36], [-0.32, -0.15, -0.36], [-0.42, 0.23, 0.12], [-0.26, -0.06, 0.24], [0.48, -0.75, 0.03], [0.10, 0.49, -0.10], [-0.19, 0.03, -0.63], [-0.14, 0.37, 0.86], [-0.28, 0.00, -0.09], [0.01, -0.11, 0.47], [-0.06, -0.07, -0.18], [0.02, -0.13, -0.36], [0.06, 0.01, 0.03], [0.13, -0.04, -0.06], [0.07, 0.05, 0.04], [-0.03, -0.07, 0.14], [-0.02, 0.04, 0.20], [0.01, 0.08, 0.06], [-0.19, -0.10, 0.30], [0.23, -0.53, -0.16], [0.19, 0.40, -0.03], [-0.03, -0.02, -0.53], [-0.21, 0.30, 0.79], [-0.27, 0.04, -0.05], [0.17, -0.07, 0.04], [-0.09, -0.05, -0.18], [0.05, -0.15, -0.36], [0.06, 0.01, 0.03], [0.12, -0.03, -0.04], [0.08, 0.05, 0.03], [-0.04, 0.00, 0.05], [-0.02, 0.08, 0.13], [-0.02, 0.07, 0.03], [0.28, -0.27, -0.18], [-0.57, 0.21, -0.50], [0.16, 0.27, 0.31], [-0.42, -0.27, 0.45], [0.81, 0.04, -0.21], [-0.13, 0.06, 0.28], [-0.07, 0.09, -0.09], [-0.16, -0.09, 0.08], [-0.33, -0.10, 0.13], [-0.02, 0.03, 0.00], [-0.73, 0.19, 0.23], [0.07, 0.08, -0.03], [0.06, -0.02, -0.03], [0.13, 0.04, -0.02], [0.07, 0.03, 0.03]],
  "lowdin_charge": [-0.087, -0.208, -0.284, -0.047, 0.005, -0.455, 1.252, -0.298, -0.132, -0.194, -0.124, -0.197, -0.100, -0.333, 0.089, -0.180, -0.442, 0.950, -0.628, 0.021, 0.033, -0.124, 0.020, -0.203, -0.011, -0.393, 0.137, 0.094, -0.523, 0.724, -0.622, -0.091, 0.639, -0.248, -0.062, -0.300, -0.021, -0.044, -0.127, 0.550, -0.287, -0.175, -0.139, 0.087, 0.062, 0.093, 0.066, 0.107, 0.143, 0.131, 0.114, 0.124, 0.025, 0.080, 0.129, 0.145, 0.076, 0.132, 0.095, 0.097, 0.011, 0.094, 0.150, 0.140, 0.145, 0.100, 0.091, 0.087, 0.138, 0.122, 0.120, 0.084, 0.107, 0.076, 0.100, 0.110, 0.092, 0.102, -0.289, 0.592, -0.274, -0.262, -0.260, -0.075, -0.126, 0.114, 0.122, 0.068, 0.083, 0.087, 0.068, 0.063, 0.087, -0.277, 0.591, -0.272, -0.262, -0.271, -0.067, -0.120, 0.101, 0.116, 0.072, 0.080, 0.089, 0.074, 0.080, 0.076, -0.276, 0.587, -0.289, -0.261, -0.249, -0.086, -0.120, 0.117, 0.125, 0.068, 0.047, 0.095, 0.076, 0.078, 0.076],
  "orbital_gap_ev": 7.60,
  "molar_mass_da": 1179.90,
  "e_homo_ev": -12.023,
  "charge": 1
}


Entry 5:
{
  "formula": "C3H8NO",
  "method": "wB97M-V/def2-TZVPD",
  "elements": ["C", "C", "C", "N", "O", "H", "H", "H", "H", "H", "H", "H", "H"],
  "positions_angstrom": [[-2.513, -0.216, -0.079], [-1.131, 0.575, 0.020], [1.342, 0.091, 0.186], [-0.017, -0.344, -0.218], [-3.663, 0.039, 0.210], [-1.190, 1.514, -0.715], [-2.301, -1.200, -0.437], [-1.052, 0.974, 0.958], [1.706, -0.501, 1.105], [2.048, 0.041, -0.702], [1.174, 1.143, 0.488], [-0.346, -1.239, 0.210], [-0.007, -0.527, -1.190]],
  "forces_ev_per_angstrom": [[-1.05, 0.35, 0.57], [-2.94, 2.32, -2.87], [1.29, 0.52, 1.13], [-1.24, -1.46, 0.45], [2.71, 0.73, -0.32], [0.52, -2.24, 1.32], [0.15, -1.47, -0.63], [0.30, 1.00, 2.57], [-0.54, 0.87, -1.70], [-0.90, -0.09, 1.33], [0.73, -0.54, -0.14], [0.87, 0.47, -0.22], [0.09, -0.47, -1.50]],
  "lowdin_charge": [-0.182, -0.079, 0.017, -0.032, 0.128, 0.206, 0.106, 0.100, 0.144, 0.134, 0.106, 0.194, 0.160],
  "orbital_gap_ev": 10.81,
  "molar_mass_da": 74.10,
  "smiles": "C[NH2+]CC=O",
  "e_above_lowest_kj_mol": 150.6,
  "e_homo_ev": -14.851,
  "charge": 1
}